Entry 1:
This record from the OMol25 dataset describes a structure of composition C8H18F6O8V. The level of theory is ωB97M-V/def2-TZVPD.

## Properties
* gap between HOMO and LUMO (alpha / beta): 0.2588 / 0.1363 hartree
* 2S+1: 3
* E_HOMO (alpha / beta): -11.84 / -11.84 eV
* total charge: +1

Last column: Löwdin spin population.
Positions of all 41 atoms, in Å:
O -1.940 -0.071 -1.215  -0.481
V -0.398 0.419 -0.856  1.402
C -1.796 3.627 -0.041  0.002
O -2.932 3.111 0.713  0.001
O -1.020 2.557 -0.464  0.048
C -2.323 4.781 -0.929  0.002
F -3.329 5.356 -0.307  0.000
F -1.357 5.722 -1.116  0.000
F -2.765 4.368 -2.134  0.000
C -2.701 2.563 2.004  0.000
C -3.979 2.221 2.729  0.000
H -3.789 1.386 3.405  0.000
H -4.460 3.054 3.241  0.000
H -4.768 1.748 2.145  0.000
H -1.918 2.919 2.674  0.000
H -2.262 1.588 1.795  0.000
H -1.176 4.158 0.681  0.000
C 1.748 -2.513 -1.225  0.086
O 1.673 -3.481 -0.142  0.057
O 0.607 -1.676 -1.034  0.747
C 3.207 -1.969 -1.497  0.027
F 3.604 -1.487 -0.301  0.009
F 4.148 -2.848 -1.887  0.002
F 3.151 -0.898 -2.325  0.003
C 2.376 -4.716 -0.338  0.002
C 2.941 -5.371 1.005  0.002
H 2.056 -5.660 1.573  0.000
H 3.564 -6.253 0.857  0.001
H 3.571 -4.627 1.492  0.000
H 3.145 -4.718 -1.111  0.001
H 1.633 -5.375 -0.788  0.001
H 1.438 -2.975 -2.162  0.063
O 1.525 1.116 -0.032  0.008
H 1.437 1.896 0.516  0.000
H 2.465 0.935 -0.044  0.000
O -0.974 -0.387 1.228  0.006
H -1.523 -0.390 2.012  0.000
H -0.453 -1.187 1.296  0.002
O 0.446 1.014 -2.758  0.007
H 0.788 0.310 -3.309  0.001
H 0.343 1.756 -3.354  0.001

Entry 2:
This record from the OMol25 dataset describes a structure of composition C8H18I2NOP2Tc. The level of theory is ωB97M-V/def2-TZVPD.

## Properties
* gap between HOMO and LUMO (alpha / beta): 0.2516 / 0.2133 hartree
* 2S+1: 4
* E_HOMO (alpha / beta): -19.98 / -21.01 eV
* total charge: +3
* ΔE to the lowest compared entry with this formula, charge and spin: 299.6 kJ/mol

Last column: Löwdin spin population.
Positions of all 33 atoms, in Å:
I -2.808 0.075 -0.176  0.893
I 2.616 0.083 0.463  0.594
Tc -0.077 0.079 -0.012  0.886
P -0.049 -2.293 -0.233  0.021
C -0.247 -3.193 1.344  0.016
C -1.349 -2.964 -1.321  0.013
H -1.134 -4.015 -1.538  0.000
H 1.318 -4.022 -1.228  0.001
H -1.352 -2.382 -2.246  0.000
H 1.703 -2.392 -1.871  -0.001
H -1.200 -2.910 1.798  0.000
H -2.324 -2.867 -0.843  0.009
C 1.475 -2.969 -0.972  0.009
H -0.228 -4.275 1.181  0.001
H 2.307 -2.869 -0.272  0.003
H 0.566 -2.913 2.020  0.006
P -0.068 2.451 -0.241  0.024
C -0.278 3.354 1.332  0.009
C 1.451 3.138 -0.980  0.015
H -1.377 2.516 -2.253  0.001
H -1.162 4.157 -1.561  -0.001
H -2.347 3.011 -0.851  0.015
C -1.373 3.107 -1.334  0.020
H 1.680 2.566 -1.883  0.002
H 1.287 4.191 -1.232  0.000
H -0.269 4.436 1.166  0.002
H 0.535 3.084 2.012  0.000
H 2.284 3.040 -0.283  0.009
H -1.231 3.063 1.784  0.000
C -0.294 0.082 1.826  0.009
O -0.430 0.084 2.972  -0.007
N 1.549 -1.334 2.232  0.447
C 0.824 -1.120 1.203  0.002

Entry 3:
This record from the OMol25 dataset describes a cluster of 3 separate species, C8H18IO5S in total. The level of theory is ωB97M-V/def2-TZVPD.

## Properties
* gap between HOMO and LUMO: 0.2522 hartree
* 2S+1: 1
* E_HOMO: -12.15 eV
* total charge: +1

Last column: natural (NBO) charge in e.
Positions of all 33 atoms, in Å:
O 1.130 -1.236 0.530  -0.827
S -0.021 -0.333 1.176  0.896
I -1.970 -1.342 0.292  0.207
H 1.818 -0.703 0.097  0.531
H 0.047 0.739 0.359  0.154
O -3.217 2.991 -5.277  -0.549
C -3.574 1.886 -4.995  0.795
O -2.934 1.258 -3.967  -0.522
C -3.360 0.007 -3.431  -0.064
C -2.799 -1.175 -4.194  -0.639
C -4.644 1.148 -5.762  -0.746
H -4.447 -0.041 -3.353  0.180
H -2.962 0.033 -2.415  0.170
H -3.172 -1.201 -5.218  0.221
H -3.081 -2.112 -3.711  0.213
H -1.711 -1.115 -4.235  0.216
H -4.174 0.667 -6.621  0.249
H -5.352 1.884 -6.132  0.257
H -5.179 0.394 -5.191  0.217
O 1.738 0.908 2.607  -0.675
C 2.658 0.422 3.247  0.834
O 2.363 -0.569 4.077  -0.487
C 3.364 -1.297 4.832  -0.071
C 3.716 -0.594 6.121  -0.641
C 4.053 0.971 3.160  -0.748
H 4.236 -1.486 4.208  0.183
H 2.890 -2.255 5.028  0.210
H 4.178 0.377 5.942  0.212
H 4.417 -1.204 6.690  0.238
H 2.822 -0.440 6.725  0.230
H 4.126 1.805 3.859  0.268
H 4.211 1.360 2.158  0.251
H 4.831 0.252 3.397  0.236

Entry 4:
This record from the OMol25 dataset describes a structure of composition C8H18K5O11. The level of theory is ωB97M-V/def2-TZVPD.

## Properties
* gap between HOMO and LUMO: 0.0734 hartree
* 2S+1: 2
* E_HOMO: -10.69 eV
* total charge: +2

Last column: Löwdin spin population.
Positions of all 42 atoms, in Å:
K 0.025 3.202 0.792  0.000
K 0.958 1.073 -5.364  0.000
K 1.214 4.116 -3.212  0.000
K -2.783 1.048 -3.474  0.000
K 4.593 1.362 -3.268  0.000
C -1.691 -3.706 -1.578  0.064
C -0.564 -4.581 -0.919  0.069
O -0.823 -5.806 -0.787  0.796
O 0.429 -3.993 -0.450  0.056
H -1.263 -2.796 -2.000  0.010
H -2.409 -3.626 -0.762  0.000
H -2.258 -4.349 -2.250  0.000
C 3.281 2.071 3.976  0.000
C 2.120 2.473 3.147  0.000
O 1.611 1.546 2.481  0.000
O 1.653 3.621 3.193  0.000
H 4.032 2.404 3.260  0.000
H 3.303 1.005 4.201  0.000
H 3.334 2.614 4.920  0.000
C -3.855 1.453 0.792  0.000
C -3.083 0.419 1.569  0.000
O -3.335 0.374 2.773  0.000
O -2.151 -0.242 1.065  0.000
H -3.247 1.889 -0.001  0.000
H -4.233 2.287 1.384  0.000
H -4.733 1.066 0.275  0.000
C 0.804 0.003 -0.870  0.000
C 0.750 1.020 -2.007  0.000
O 1.738 1.319 -2.738  0.000
O -0.365 1.584 -2.241  0.000
H 0.392 0.359 0.075  0.000
H 1.767 -0.492 -0.742  0.000
H 0.042 -0.763 -1.014  0.000
O -3.428 -1.065 -1.540  0.002
H -2.763 -0.984 -0.856  0.000
H -4.195 -0.619 -1.183  0.000
O 0.410 -1.947 1.446  0.002
H 0.493 -2.672 0.827  0.001
H -0.518 -1.713 1.419  0.000
O 4.534 0.352 -0.032  0.000
H 5.010 -0.267 -0.587  0.000
H 5.205 0.958 0.281  0.000

Entry 5:
This record from the OMol25 dataset describes the molecule C8H18N2O. The level of theory is ωB97M-V/def2-TZVPD.

## Properties
* gap between HOMO and LUMO: 0.3499 hartree
* SMILES string: CC[C@@H](C)N(N=O)[C@H](C)CC
* 2S+1: 1
* E_HOMO: -8.63 eV
* ΔE to the lowest compared entry with this formula, charge and spin: 511.8 kJ/mol

Last column: natural (NBO) charge in e.
Positions of all 29 atoms, in Å:
C -0.422 1.084 2.290  -0.628
C 0.267 2.023 1.297  -0.393
C 0.252 1.285 -0.174  -0.065
C 1.255 2.126 -1.061  -0.631
N 0.612 -0.175 -0.121  -0.222
N 1.620 -0.612 0.468  0.226
O 2.165 0.196 1.262  -0.496
C 0.017 -1.233 -0.904  -0.041
C 0.255 -1.066 -2.497  -0.640
C -1.463 -1.407 -0.311  -0.412
C -1.236 -2.528 0.786  -0.600
H -1.353 0.697 1.753  0.193
H 0.318 0.301 2.616  0.229
H -0.650 1.648 3.208  0.212
H -0.452 2.909 1.272  0.196
H 1.320 2.300 1.644  0.243
H -0.794 1.302 -0.540  0.210
H 1.126 1.927 -2.195  0.212
H 0.984 3.137 -0.791  0.218
H 2.412 1.953 -0.684  0.244
H 0.504 -2.199 -0.613  0.234
H -0.110 0.081 -2.728  0.206
H -0.306 -1.927 -2.799  0.214
H 1.324 -1.196 -3.038  0.235
H -1.910 -0.282 -0.099  0.214
H -2.071 -1.898 -1.102  0.208
H -2.170 -2.766 0.997  0.197
H -0.712 -3.476 0.263  0.208
H -0.783 -2.205 1.799  0.229

Entry 6:
This record from the OMol25 dataset describes the ion C8H18N2P with charge +1. The level of theory is ωB97M-V/def2-TZVPD.

## Properties
* gap between HOMO and LUMO: 0.3511 hartree
* SMILES string: [H]/P=C/[C@@H](/N=C/C)[N@H+](C)CCC
* 2S+1: 1
* E_HOMO: -13.31 eV
* total charge: +1
* ΔE to the lowest compared entry with this formula, charge and spin: 96.2 kJ/mol

Last column: natural (NBO) charge in e.
Positions of all 29 atoms, in Å:
H 0.978 0.486 -4.086  -0.007
P 0.178 0.443 -2.868  0.502
C 1.526 0.191 -1.903  -0.615
C 1.451 -0.219 -0.336  0.070
N 1.059 0.893 0.469  -0.521
C 1.868 1.829 0.857  0.226
C 1.387 2.969 1.657  -0.686
N 0.317 -1.264 -0.011  -0.374
C 0.453 -2.519 -0.768  -0.464
C -0.976 -0.460 -0.167  -0.225
C -1.985 -0.767 0.914  -0.429
C -3.213 0.048 0.755  -0.615
H 2.533 0.156 -2.178  0.222
H 2.519 -0.663 -0.144  0.222
H 2.894 1.473 0.907  0.166
H 0.731 2.495 2.399  0.258
H 0.748 3.449 0.992  0.244
H 2.174 3.688 1.929  0.252
H 0.541 -1.499 0.919  0.430
H 1.064 -2.412 -1.685  0.251
H 0.867 -3.404 -0.205  0.252
H -0.571 -2.929 -1.117  0.245
H -1.355 -0.992 -1.075  0.215
H -0.745 0.597 -0.306  0.278
H -2.154 -1.886 0.930  0.213
H -1.579 -0.404 1.906  0.214
H -2.876 1.104 0.773  0.216
H -3.802 -0.188 -0.114  0.220
H -4.032 -0.212 1.555  0.242

The calculation returns the following max |F| values, one per record and in order: 7.45; 8.68; 0.55; 4.19; 4.92; 3.85 eV Å⁻¹.